No. 1
150
Properties=species:S:1:pos:R:3:forces:R:3:mulliken_charge:R:1 method="wB97M-V/def2-TZVPD" max_force_ha_per_bohr=0.1907 gap_ev=4.508 homo_energy_ev=-8.189 total_charge=0 total_energy_ha=-2913.8755
C -5.054 0.406 1.557 -0.160 -1.179 0.821 0.0163
C 0.055 2.642 1.253 -0.153 1.635 -0.139 -1.0336
H -0.834 3.128 1.654 -0.485 -0.431 -0.085 -0.0487
H -0.889 -1.848 -5.019 0.158 -0.312 -0.236 0.5490
H -2.365 5.331 -4.829 -0.388 -0.121 -0.137 0.3175
H 0.879 -4.549 -2.455 0.466 -0.234 -0.139 0.2230
C -0.327 1.694 0.110 0.968 -0.404 2.521 2.3934
C 0.907 -0.532 -2.315 0.367 0.580 -0.561 -1.3862
H 2.009 -4.328 -1.064 -0.128 0.472 0.102 0.1141
H -1.115 -0.829 5.524 -0.046 -0.329 -0.043 0.3746
H 3.994 -0.279 -3.237 0.190 -0.521 0.410 0.1308
H -0.675 5.504 -3.262 -0.253 -0.031 -0.051 0.2832
H -4.996 0.887 5.447 -0.173 0.300 0.143 0.3926
O 6.080 -0.595 -3.668 -0.130 -0.534 0.209 -0.5684
C -3.135 -0.104 5.563 0.549 0.524 -0.468 -0.7057
H 6.447 -1.682 0.886 -0.133 0.395 -0.077 0.1815
O -2.933 5.414 0.490 -0.102 0.015 -0.994 -0.5888
O 1.519 0.028 3.012 -1.901 -0.368 0.173 0.3765
C -1.455 -0.572 -0.066 1.069 -1.310 -0.988 -1.2054
C -3.370 2.221 4.822 0.450 -1.888 0.123 -0.7421
H -5.283 1.080 -1.706 -0.047 -0.131 -0.157 0.4964
H 5.118 3.951 1.209 -0.296 0.293 0.098 0.4088
H 2.704 3.199 3.390 0.391 -0.478 -0.322 0.2887
H -2.856 -0.795 -5.889 -0.489 0.074 -0.077 0.3755
H 3.321 -0.565 -0.544 -0.345 0.587 -0.361 0.5711
H 6.260 -2.569 -3.473 -0.396 0.448 0.228 0.4143
H 2.884 4.016 -4.621 -0.342 0.256 -0.303 0.3443
H -2.104 -1.345 0.345 -0.186 0.302 0.436 0.1150
H -5.813 1.553 3.175 -0.098 0.022 0.029 0.3744
C 2.585 2.974 -4.502 1.418 -0.062 -0.919 -0.3704
H 2.457 -4.957 3.350 0.254 -0.421 -0.676 0.3937
H 0.602 3.526 0.924 0.494 -0.278 -0.271 0.4161
H -1.025 0.375 1.783 0.551 0.231 -0.019 -0.2463
H 1.042 -1.555 -2.669 0.136 -0.292 0.697 0.2866
H 3.278 5.651 4.602 0.180 0.142 0.132 0.2441
H -4.777 4.628 1.168 -0.022 0.233 -0.093 0.4453
H 4.750 -0.492 1.980 0.150 0.976 -0.268 0.1436
C -4.250 -2.367 -3.115 2.446 0.788 -1.026 -0.8295
C 5.171 -3.306 -1.936 -0.033 0.316 -1.332 -0.0610
C -6.163 2.242 -0.134 0.535 -0.446 0.691 -0.9923
H 5.033 1.101 -3.466 -0.464 0.349 -0.689 0.2692
H 0.079 1.047 -4.928 -0.254 0.393 -0.270 -0.0018
H 4.548 -0.066 -4.857 0.127 0.682 -0.026 0.3321
C -0.933 2.338 -1.102 0.209 0.866 -0.581 -1.7139
C 2.721 -4.010 2.880 -0.992 0.957 0.051 -0.3600
O 3.660 1.592 2.309 -1.304 0.172 0.861 -0.7231
C 6.123 -1.910 1.902 -0.647 0.502 -0.376 -0.7917
C -6.325 2.424 1.253 0.595 -0.827 -0.836 -0.3875
H -6.836 3.296 1.633 -0.136 -0.043 0.074 0.5374
C 0.129 0.730 -5.970 1.681 -1.035 -0.277 -0.4103
H 1.691 0.019 -2.834 -0.369 0.433 -0.111 -0.0520
H 5.490 -2.440 -1.356 0.196 -0.347 0.460 -0.0401
H -2.681 5.953 1.243 -0.274 -0.289 0.238 0.3106
H -1.504 3.043 4.055 -0.111 0.394 0.218 0.5586
H 2.467 -2.030 -0.302 -0.603 -0.164 -0.557 -0.3746
C -1.287 0.650 0.761 -0.713 -0.104 -0.221 -0.3146
H 1.593 -5.945 -1.495 0.355 -0.037 -0.927 0.4276
H 3.521 2.509 -4.192 -0.292 -0.385 0.361 -0.0839
H -1.031 1.669 -1.957 -0.367 -0.127 0.221 0.2740
H 4.066 -3.200 1.856 0.229 0.510 -0.301 0.2819
H -0.904 -3.178 -3.047 -0.089 -0.143 0.490 0.3915
C -2.967 -1.405 -5.004 0.916 -0.043 0.564 -0.6635
C -1.209 1.101 4.818 0.884 2.415 -1.243 -0.5955
C -3.783 -3.585 3.496 -1.382 -1.353 -0.723 -0.5862
C 1.774 -0.967 4.001 1.692 0.921 -0.131 -0.7006
H 2.306 0.574 2.939 0.769 0.433 -0.325 0.0889
C -2.830 -3.093 2.630 0.293 0.223 0.388 0.1179
C -3.932 -5.676 2.170 -0.067 1.390 0.727 -0.6366
C -1.847 -2.738 -3.334 -0.439 -0.105 -0.168 -0.2635
H 0.322 -5.424 0.102 -0.327 0.024 0.300 0.2631
C -0.056 -1.228 -0.136 -0.929 1.277 0.637 -1.0095
H -5.239 -2.541 -2.719 0.160 0.031 0.372 0.4664
H 0.234 -1.199 0.915 0.073 -0.970 0.203 -0.0080
C 3.638 4.675 4.275 -1.146 0.594 -0.103 -0.6139
H -4.183 -3.065 4.354 0.198 0.381 -0.061 0.3166
O 1.563 2.803 -3.594 -0.681 -0.201 1.102 -0.0657
H 4.113 -3.154 -2.147 -0.279 0.274 -0.331 0.0310
H -2.402 -2.108 2.751 0.043 0.170 0.190 0.5681
O 3.584 -4.026 1.771 0.642 -0.963 0.277 -0.4769
C 4.464 1.957 1.426 1.388 -0.740 -0.825 0.7331
C -2.858 -5.195 1.446 0.532 0.235 -0.503 -0.4327
H 0.566 2.207 2.112 0.077 -0.453 -0.387 0.0066
H -4.994 -1.043 -4.652 -0.280 0.082 0.114 0.4304
H -2.258 3.964 -3.681 -0.711 -0.269 -0.271 0.1480
C -5.748 1.467 2.101 -0.288 0.814 -0.541 -0.5555
C 4.841 0.088 -3.818 0.307 0.023 0.095 -0.4107
H 6.858 -1.478 2.582 -0.260 0.108 0.173 0.3284
H -0.339 3.178 -1.462 0.231 -0.007 0.157 0.5680
H 3.349 3.776 0.737 -0.003 0.089 0.890 0.2123
C 1.060 -0.407 -0.799 0.091 -0.906 -0.293 3.0013
C -3.931 1.000 5.306 0.249 0.456 -0.156 -0.4279
H -3.038 -3.516 -1.707 0.027 -0.109 0.085 0.4584
C 4.340 3.323 0.775 -0.061 0.134 -0.857 -1.3326
C -4.899 0.190 0.201 -0.073 0.540 0.037 -0.4627
H 6.201 -2.996 1.944 -0.526 -0.033 0.444 0.3822
H 0.882 3.417 -3.877 -0.516 0.301 0.282 0.1479
H 5.165 -4.268 -1.424 0.685 0.220 0.250 0.3276
H 0.730 1.382 -6.604 -0.822 0.952 0.208 0.4415
C -4.110 -1.521 -4.257 -1.807 -0.933 0.406 -0.2848
O -0.573 4.921 -4.019 2.820 0.193 -0.033 -0.5249
H -1.549 -3.561 1.000 0.082 -0.055 -0.164 0.3230
C 2.345 -0.948 -0.245 1.326 -0.534 1.298 -1.4828
N 1.007 1.061 -0.348 5.229 4.027 -3.857 1.5233
H -1.877 2.755 -0.752 -0.201 -0.211 -0.264 -0.3935
H 1.837 -3.510 2.482 -0.745 -0.206 0.561 -0.0654
H -1.684 3.791 -5.352 0.516 0.072 0.095 0.2168
C -1.834 -2.039 -4.534 0.523 0.393 0.472 -0.4451
O 2.086 1.874 -0.717 -7.576 -5.521 2.879 -0.2513
H -4.042 3.042 4.625 0.229 0.214 -0.097 0.4331
H -0.843 0.502 -6.407 -0.037 0.095 0.067 0.2111
C -2.359 -3.908 1.625 0.159 -0.353 -0.145 -0.2651
H 2.263 -0.818 0.834 0.382 0.263 0.175 0.1080
H 1.784 -0.582 5.021 -0.674 0.297 0.211 0.3038
C -1.769 4.476 -4.509 -1.916 -0.006 0.420 -0.4744
C -1.768 -0.003 5.285 -0.827 -2.729 1.612 -0.0728
H -0.118 -2.231 -0.559 0.477 0.038 0.047 0.4636
C -5.426 1.143 -0.637 -0.828 1.260 -0.322 -0.1942
H 4.577 3.253 -0.287 0.413 -0.295 -0.019 0.3127
C -4.413 -4.819 3.190 0.746 0.039 0.161 -0.4606
H 3.055 -3.385 3.708 0.436 0.072 -0.117 0.2672
H -4.333 -6.642 1.902 -0.268 -0.011 0.384 0.4087
H -3.500 -1.045 5.946 -0.348 0.082 0.020 0.4774
C -3.034 -2.921 -2.609 -1.101 0.319 -0.845 -0.1922
H -4.744 -0.364 2.248 0.433 -0.063 0.113 0.3958
C 1.202 -4.928 -1.485 0.595 -0.610 -0.384 -0.6821
H 2.297 2.510 -5.446 0.264 0.249 -0.395 0.1274
C -3.789 4.322 0.823 0.590 0.462 0.825 -0.1390
H -3.307 3.785 1.640 -0.228 -0.558 0.029 0.0825
H 6.399 -0.422 -2.779 0.136 0.081 0.147 0.2884
H 1.135 -1.848 3.940 0.063 0.232 -0.361 0.3136
C -1.994 2.217 4.549 -0.933 0.553 -0.183 0.0483
H -6.542 2.991 -0.813 -0.101 -0.023 -0.120 0.3352
H 4.352 4.870 3.475 0.392 -0.357 0.213 0.2192
H -0.107 -0.293 -2.635 0.130 0.439 -0.123 -0.0756
O 2.467 4.049 3.768 -0.180 0.091 0.137 -0.4641
H -1.916 -0.342 -1.027 0.212 0.031 -0.328 0.3133
H -5.237 -5.074 3.840 -0.110 -0.402 -0.105 0.3550
H 2.837 -1.140 3.831 0.004 -1.249 0.210 0.0680
O 4.747 -1.438 2.145 1.630 -1.783 0.017 -0.4439
H -4.374 -0.659 -0.211 0.037 -0.133 0.147 0.4868
H 1.429 -0.526 -6.776 -0.073 -0.064 -0.012 0.2822
O 0.047 -4.997 -0.712 -0.923 0.486 1.105 -0.3332
O 5.441 1.260 1.042 -0.592 0.132 0.067 -0.7565
H 4.017 4.170 5.164 0.424 -0.186 -0.255 0.2606
O 0.990 -0.438 -5.927 -0.518 -0.347 0.323 -0.4996
H -3.928 3.671 -0.040 0.243 0.209 0.000 -0.1430
O 5.934 -3.414 -3.156 -0.345 -0.997 0.713 -0.6205
H -2.301 1.043 0.839 0.188 0.982 0.053 0.1286
H -2.363 -5.802 0.702 -0.167 -0.176 -0.202 0.4102
H -0.153 1.141 4.594 0.110 -0.021 -0.025 0.2835

No. 2
131
Properties=species:S:1:pos:R:3:forces:R:3:mulliken_charge:R:1 method="wB97M-V/def2-TZVPD" max_force_ha_per_bohr=0.1190 gap_ev=8.261 smiles="CN(C)P(=O)(N(C)C)N(C)C.CN(C)P(=O)(N(C)C)N(C)C.CN(C)P(=O)(N(C)C)N(C)C.O=C1CCCO1.O=C1CCCO1.O=C1CCCO1.ClCCCl" homo_energy_ev=-8.075 total_charge=0 total_energy_ha=-4379.2399
Cl 0.646 -0.812 -4.177 0.650 -1.644 -0.480 -0.1947
H 8.242 -2.426 -5.752 0.385 0.193 0.587 0.2858
O -3.516 8.291 0.741 0.451 0.542 -0.293 -0.3537
N -8.020 -2.086 -0.196 -1.513 1.148 -1.692 0.3414
H -0.728 2.913 5.723 -0.348 0.175 0.251 0.3183
C 3.801 2.767 8.180 -0.030 2.066 -0.213 -1.1405
H -7.608 -0.393 -4.527 -0.366 0.320 0.353 0.3892
H -6.616 -1.534 -3.708 0.345 0.411 0.543 0.3312
H -9.377 0.779 0.472 0.235 -0.409 -0.913 0.3396
C -8.399 1.251 0.568 0.298 -1.248 0.543 -1.1713
H -9.931 0.133 -1.961 -0.153 0.067 -0.038 0.2839
H -6.288 2.143 -0.798 0.316 0.616 -0.148 0.3592
C -4.663 9.116 1.016 -0.377 -0.495 -0.804 -0.4210
O 7.004 -3.486 -2.669 -0.171 -0.331 0.638 -0.8150
O 1.551 -8.127 2.052 -1.885 3.710 -1.045 -0.6183
C -9.129 -2.809 -0.868 0.981 1.097 -1.160 -0.9758
H 11.071 -3.180 -1.533 -0.067 0.127 0.016 0.3330
H -0.579 2.287 7.438 -0.390 0.406 -0.017 0.3656
N 3.869 2.838 6.717 -0.198 -0.117 -1.255 0.3450
H 2.218 -5.294 2.317 -0.509 -0.365 0.502 0.2922
H -6.559 -3.198 0.779 -0.107 -0.921 -0.339 0.3421
H 0.133 -4.828 0.176 0.285 -0.298 -0.208 0.1710
H -9.258 0.810 -3.464 0.132 -0.484 -0.067 0.3856
H -5.410 8.360 1.259 -0.411 0.572 0.787 0.2938
H 9.466 -3.893 -1.221 0.158 -0.218 -0.126 0.3182
C 3.039 4.691 4.255 -0.399 0.056 0.318 -1.0471
C -1.227 -7.091 -3.811 3.083 -0.196 0.259 -0.4710
H 6.908 -1.404 -6.129 -0.090 0.005 -0.005 0.3671
H 7.876 0.835 -1.323 0.425 0.365 -0.169 0.2696
H -5.374 7.807 -1.575 -0.676 0.297 0.592 0.2777
C -5.043 9.711 -0.318 -2.107 -0.770 0.016 -0.4613
H -8.466 2.274 0.199 0.110 0.001 -0.059 0.4196
H -1.330 -8.175 -3.779 -0.599 0.060 0.263 0.2820
H 2.862 2.399 8.592 0.399 -0.425 -0.191 0.2999
H 1.471 3.658 2.520 -0.182 0.360 -0.129 0.4639
C -9.033 0.529 -2.435 0.855 -0.291 0.544 -0.9146
O -4.333 -6.351 -5.025 2.311 0.618 0.508 -0.6159
C 0.035 0.409 -3.128 -0.826 2.237 -1.660 -0.3408
H -8.338 1.235 1.656 0.485 0.543 0.206 0.3488
C -0.943 -5.770 1.717 -0.110 1.706 0.566 -0.3491
H -4.463 9.095 -2.258 0.569 -0.415 -0.016 0.2639
H -1.391 -5.375 2.629 0.065 -0.104 0.221 0.2513
H -5.130 0.970 -0.264 -0.186 -0.235 0.453 0.2900
H -0.359 -7.443 -5.881 -0.456 -0.269 0.166 0.2821
C -7.605 -1.076 -3.678 0.879 -0.865 0.735 -1.0467
H -2.297 -5.221 -3.312 0.738 0.039 0.451 0.2259
H 0.765 4.251 8.106 0.184 0.526 0.399 0.3551
H -4.528 9.932 1.726 0.432 -0.720 0.449 0.3163
C -0.133 2.354 6.446 1.448 0.417 0.388 -1.0122
H -9.324 -2.346 -1.835 0.227 0.236 -0.080 0.2232
C 1.216 4.338 7.118 -1.069 -0.424 -0.082 -1.0969
H -0.418 -5.764 -5.405 0.334 0.052 0.314 0.2467
N 9.457 -2.473 -2.805 -1.153 1.929 0.023 0.1588
H 5.585 -0.330 -0.540 0.535 0.564 0.253 0.3647
C -3.536 7.981 -0.589 -0.528 0.609 -0.387 0.4724
H -6.133 9.727 -0.344 -0.079 1.348 0.195 0.2550
H 5.660 -0.297 -3.477 -0.465 0.671 0.106 0.3501
C 10.166 -3.576 -1.994 -1.132 1.795 -1.169 -0.9444
O -2.750 7.277 -1.107 1.533 -1.283 -0.275 -0.5386
H -1.972 0.655 -4.139 0.246 -0.270 0.107 0.2602
O -2.233 -6.525 -5.752 -0.398 -0.097 -1.868 -0.3432
H 2.185 4.836 7.159 -0.032 -0.354 -0.015 0.3213
H 9.826 -0.483 -3.894 -0.796 -0.619 -0.045 0.2698
H 6.295 0.436 -4.922 0.179 -0.913 -0.664 0.3601
P 7.737 -2.217 -2.677 1.319 1.625 0.401 0.2696
C 0.943 -7.045 1.841 1.648 -5.298 2.583 0.5096
N 1.222 2.994 6.598 1.230 -2.587 -1.167 0.2275
H -7.115 -1.937 1.626 -0.606 0.225 0.632 0.3072
N -7.202 0.541 0.025 -0.951 -1.134 0.268 0.2263
H 2.213 5.399 4.205 -0.041 0.339 0.192 0.3621
C 6.196 -1.231 -0.487 -0.293 -1.440 -1.642 -1.1069
H -1.721 -5.682 0.958 -0.077 -0.940 -0.065 0.2683
Cl -0.595 1.585 -5.752 -0.010 0.282 1.455 -0.1770
P -7.094 -0.847 -0.952 1.429 -0.988 0.087 0.3592
O -0.415 -7.034 1.975 0.585 -0.880 -0.646 -0.3295
C 1.530 -5.720 1.586 -0.759 0.970 -1.304 -0.3287
H 10.893 -0.840 -2.620 0.640 -0.445 -0.108 0.3813
H 3.600 4.870 5.173 -0.008 0.113 -0.101 0.4152
C -3.126 -6.327 -4.786 -3.432 -1.325 -0.344 0.4858
C 8.313 -0.039 -0.839 -0.966 -1.459 -1.562 -0.7341
H 3.875 3.821 8.448 -0.583 0.444 0.572 0.3759
N 2.478 3.349 4.261 1.457 -1.004 0.762 0.1288
C 7.272 -2.101 -5.375 -0.166 1.278 0.310 -0.9660
C -1.068 1.252 -4.019 0.240 -1.522 1.308 -0.4416
H 10.434 -4.387 -2.672 -0.100 -0.078 0.155 0.2754
C 1.220 3.249 3.499 1.839 0.118 -0.570 -1.0365
H -8.194 -3.380 1.506 -0.149 0.255 -0.249 0.3568
H 7.057 0.772 -3.512 0.623 -0.369 0.567 0.2051
H 5.895 3.707 6.690 -0.448 0.075 0.531 0.3622
H 9.291 -0.315 -1.234 0.267 0.771 0.496 0.1070
H -8.193 -1.964 -3.910 -0.834 0.242 0.052 0.3237
H -0.114 1.319 6.104 0.673 0.112 -0.163 0.2569
C -2.417 -6.293 -3.465 -1.673 0.200 -0.339 -0.2731
H -8.759 1.474 -1.965 -0.015 -0.108 0.236 0.2291
H 0.890 1.052 -2.922 -0.235 0.182 0.136 0.2489
C 6.587 -0.078 -4.006 -1.676 1.114 0.811 -0.9165
H -4.513 10.641 -0.526 -0.355 -0.028 -0.096 0.3226
H 10.862 -1.910 -4.161 0.802 0.787 0.063 0.3859
H 4.736 2.478 8.660 -0.176 -1.362 -0.345 0.4057
H -0.428 -6.845 -3.111 0.402 -0.159 -0.228 0.2962
H 3.676 4.915 3.400 0.137 -0.307 -0.164 0.2414
N 7.287 -1.302 -4.070 2.378 -2.669 -0.735 0.3181
C 10.325 -1.325 -3.414 -0.796 -2.265 0.938 -1.0776
C -4.711 8.628 -1.305 1.552 0.336 -0.163 -0.4274
H -0.301 -0.033 -2.190 -0.575 0.233 -0.299 0.3080
H 5.166 3.281 5.173 0.157 0.061 -0.118 0.4145
O 2.448 0.944 5.430 -0.200 -1.895 -0.816 -0.8451
C -0.914 -6.726 -5.277 -0.165 0.957 1.074 -0.3816
P 2.593 2.355 5.670 -2.042 3.996 2.364 0.4688
H -6.045 2.023 0.928 0.314 -0.243 0.158 0.3525
H 0.160 -3.895 1.554 0.285 -0.131 0.604 0.4009
C -7.516 -2.713 0.973 2.017 0.459 0.896 -1.0678
H 6.293 -1.634 0.521 0.269 0.432 0.156 0.3232
H 8.253 0.165 0.230 0.339 -0.531 0.056 0.3464
H 5.550 -1.942 -1.002 -0.035 -0.337 0.044 0.3362
H -10.108 -2.722 -0.396 0.270 -0.460 0.715 0.3015
N -7.903 -0.447 -2.354 -0.427 0.332 -1.923 0.2490
H -8.803 -3.808 -1.155 -0.358 -0.337 0.549 0.4058
O -5.637 -1.278 -1.189 -3.096 1.127 0.608 -0.8767
H 0.524 4.938 6.527 -0.012 0.502 -0.143 0.3057
H 2.160 -5.851 0.706 -0.048 0.144 -0.152 0.1996
C 5.237 2.978 6.218 -0.593 -0.770 -1.369 -1.1329
H -1.401 2.109 -3.434 0.493 0.489 -0.555 0.3365
H 0.471 3.897 3.954 -0.533 -0.536 0.004 0.2851
H 5.712 1.998 6.188 0.388 -0.013 0.268 0.3350
C 0.234 -4.941 1.255 0.517 1.499 -1.071 -0.4651
C -6.074 1.441 0.007 -0.091 0.639 -0.913 -1.1123
H -3.005 -6.704 -2.645 -0.150 0.135 -0.248 0.2646
H 6.644 -2.990 -5.435 -0.269 0.129 0.746 0.3043
N 7.469 -1.213 -1.238 -0.162 -0.112 -0.138 0.2320
H 1.016 2.211 3.234 -0.631 0.025 0.797 0.2575